Entry 1:
The following is a DFT calculation (ωB97M-V/def2-TZVPD) of a molecular structure, C19H63KN10O13.

Output
Gap between HOMO and LUMO   9.6 eV
Charge   0
Highest occupied orbital energy   -9.43 eV
F_max   0.0806 Eh/bohr
E   -2887.54153 hartree

```
106
Properties=species:S:1:pos:R:3:forces:R:3
K 0.5829 -0.2303 -1.5658 -0.111 0.049 -0.096
O 1.3806 1.2733 0.6854 -0.558 -0.440 -0.179
H 2.2048 1.6527 0.9712 0.445 0.578 0.313
C 2.2190 3.4514 -2.8406 -0.559 0.256 0.449
O 2.6833 3.4711 -3.9588 0.779 -0.549 -0.697
N 2.1656 2.3432 -2.0233 -0.240 0.333 0.430
N 1.5967 4.5950 -2.3718 -0.261 0.975 0.843
H 1.7190 2.3664 -1.0865 0.612 -0.105 -0.667
H 2.7688 1.5431 -2.2139 -0.255 0.594 0.020
H 1.8393 5.5005 -2.8134 -0.213 -1.413 0.314
H 1.2395 4.6575 -1.4147 0.305 -0.193 -0.607
C -2.1034 1.7436 -2.9212 1.495 0.826 0.851
O -2.3991 0.8727 -3.7221 -0.579 -0.749 -0.694
N -0.7826 2.2048 -2.7887 -2.950 0.344 1.437
N -2.9957 2.2688 -2.0381 0.052 0.259 -0.071
H -0.6869 3.0605 -2.2482 0.325 -0.134 -0.063
H -0.1368 2.0186 -3.4986 0.839 -0.377 -1.144
H -3.9635 1.9617 -2.0254 0.632 0.080 -0.234
H -2.7127 3.0631 -1.4766 -0.005 -0.206 0.115
C 0.4426 0.1671 -5.5219 1.710 0.225 -0.049
O 0.6815 -0.1294 -4.3483 -0.755 0.026 -0.335
N 1.5327 0.3106 -6.3665 0.301 1.123 -1.391
N -0.8181 0.2781 -6.0574 -1.355 1.029 1.334
H 1.5196 0.8740 -7.2533 -0.534 -0.996 1.424
H 2.4248 0.4434 -5.8914 -0.596 -0.204 0.076
H -1.4806 0.5066 -5.2634 0.685 -0.763 -0.656
H -0.9979 1.0160 -6.7353 0.707 -0.416 -0.273
C 3.2597 -0.1308 5.6215 0.323 2.663 -1.881
O 3.7266 -0.5610 6.6332 0.320 -1.288 1.067
N 3.9970 0.0375 4.4247 0.578 -1.153 0.960
N 2.0588 0.5383 5.5542 -1.338 0.039 0.195
H 3.6681 0.8068 3.8616 0.536 -0.133 -0.125
H 5.0160 -0.1700 4.5323 -1.601 0.594 -0.311
H 1.4943 0.5311 6.4104 0.497 -0.119 -0.788
H 1.5718 0.7858 4.6742 0.650 -0.724 0.819
C -1.1937 -2.7202 -3.5576 -0.698 2.482 0.412
O -0.7910 -2.4689 -2.3978 -0.600 -0.493 -0.689
N -0.6116 -3.6262 -4.3467 -2.420 0.990 -2.560
N -2.2229 -2.0064 -4.1638 1.056 -2.098 -0.062
H -0.8334 -3.8009 -5.3242 -0.337 0.517 0.617
H 0.1053 -4.1518 -4.0519 2.989 -2.142 1.914
H -2.6404 -1.1669 -3.8128 0.320 0.353 0.304
H -2.2873 -2.2161 -5.1471 -0.414 0.513 0.073
C 1.1491 -2.5831 1.4518 0.411 0.844 -1.048
C 1.6585 -1.7746 2.7090 -1.102 -0.450 -2.742
O 1.0375 -0.5048 2.7356 -0.627 -0.964 2.260
H 1.2267 -1.9935 0.4621 -0.398 -0.444 1.674
H 0.1096 -2.9022 1.6350 0.370 0.195 -0.362
H 1.7579 -3.4563 1.1801 -0.080 -0.064 0.650
H 2.7173 -1.6415 2.6390 0.831 -0.218 0.348
H 1.3439 -2.3989 3.5281 0.183 0.334 0.825
H 1.2122 -0.0120 1.9452 0.271 0.907 -1.510
C -2.0472 3.2221 3.4735 -1.062 -2.858 -0.739
C -0.8161 2.4680 2.9791 0.326 1.991 0.642
O -0.4945 2.8304 1.6558 0.869 -0.635 -0.259
H -2.9784 3.0158 2.8653 1.027 0.150 0.500
H -1.8828 4.2416 3.5072 0.374 2.169 0.044
H -2.2200 2.8454 4.4782 -0.281 0.172 0.247
H -0.9372 1.4212 3.0252 -0.270 -1.390 0.248
H -0.0100 2.7519 3.7291 -0.367 -0.340 -0.936
H 0.2289 2.1604 1.3185 -0.410 0.697 -0.007
C -0.2475 -7.4606 -1.8253 2.042 0.797 0.379
C -0.6618 -6.0427 -1.5217 0.218 1.003 1.566
O 0.2536 -5.1175 -2.0446 1.246 -0.262 -0.733
H -0.3895 -7.6428 -2.8876 0.085 -0.340 0.015
H -0.8432 -8.0825 -1.2074 -0.673 -0.972 0.261
H 0.8509 -7.6500 -1.5228 -1.664 0.413 -0.603
H -0.7114 -5.8022 -0.4159 -0.221 -0.825 -0.857
H -1.6240 -5.8050 -1.9526 -0.697 -0.292 -0.045
H -0.0323 -4.2271 -1.8354 -0.238 0.533 0.110
C 5.3773 -0.5111 -1.4727 -3.288 0.205 0.214
C 4.4147 -0.7482 -0.2610 0.837 0.462 -0.839
O 3.2021 -0.1514 -0.6084 -0.064 -0.691 -2.028
H 5.2228 0.5379 -1.7268 0.252 0.182 0.085
H 4.9226 -1.0417 -2.3601 1.346 -0.015 0.887
H 6.3672 -0.6241 -1.1249 1.271 -0.770 -0.439
H 4.8062 -0.2235 0.5859 0.525 0.283 0.768
H 4.3253 -1.7962 0.0229 -0.138 -0.227 -0.198
H 2.6142 0.1147 0.0874 -0.703 0.469 1.327
C -1.3288 -1.7493 5.4952 -0.841 1.219 -0.726
C -2.8450 -2.0068 5.5593 0.810 0.976 1.753
O -3.1292 -3.3141 5.1585 -0.486 -1.295 0.173
H -1.0642 -0.6891 5.6283 -0.360 -0.083 -0.315
H -1.0116 -2.0696 4.5106 0.273 0.071 -0.238
H -0.7310 -2.2224 6.2162 0.509 -1.189 1.137
H -3.2913 -1.3111 4.8341 -0.260 -0.398 0.304
H -3.2536 -1.7831 6.6151 0.420 -0.217 -1.538
H -2.9665 -3.9732 5.8676 -0.034 0.952 -0.591
C -2.6789 6.0458 -0.3317 -0.019 -0.198 0.288
C -1.2062 5.6776 -0.4856 0.310 -0.940 1.245
O -1.0496 4.2399 -0.5846 -0.034 0.348 0.014
H -2.9472 7.0059 -0.7711 0.121 0.064 0.128
H -3.0024 6.0006 0.7052 0.166 0.328 0.244
H -3.3030 5.2839 -0.7863 0.056 -0.108 -0.547
H -0.5654 6.0116 0.3654 -0.665 0.015 -0.393
H -0.7643 6.1178 -1.3599 0.043 0.066 -0.671
H -0.9279 3.8141 0.3060 -0.078 0.298 -0.259
C -3.1294 -1.3964 1.5390 1.823 -0.479 -0.409
C -2.7268 -0.1540 0.6753 -0.882 -1.665 0.317
O -1.7659 -0.5029 -0.2874 0.816 0.251 -0.510
H -3.6301 -1.1283 2.4693 -0.142 0.066 -0.138
H -2.1528 -1.9681 1.8305 -1.711 1.056 -0.517
H -3.7557 -2.0878 0.9476 0.193 0.253 0.350
H -2.2554 0.5721 1.2890 0.427 0.740 0.563
H -3.6011 0.3100 0.2048 -0.039 -0.067 0.068
H -2.0599 -1.1037 -0.9797 -0.391 -0.265 0.171
```
Positions in Å, forces in eV/Å.

---

Entry 2:
The following is a DFT calculation (ωB97M-V/def2-TZVPD) of a molecular structure, C14H29NNbO4S2.

Output
Gap between HOMO and LUMO   6.7 eV
Charge   -1
Highest occupied orbital energy   -4.24 eV
F_max   0.0877 Eh/bohr
E   -1759.50357 hartree

```
51
Properties=species:S:1:pos:R:3:forces:R:3
C -1.0484 -3.4242 1.4081 0.248 0.332 -0.874
C -1.2012 -2.4262 0.1391 -1.867 -0.486 -1.085
N -2.2578 -2.6445 -0.6493 2.356 0.270 1.953
C -0.1697 -1.2755 -0.2250 -0.051 -1.962 -0.357
Nb -0.0890 0.4530 1.2483 -0.691 3.253 1.866
O 0.0867 2.1413 2.4748 1.267 -1.743 -1.719
C -1.9236 1.3771 0.1699 0.670 -0.501 -1.659
O -2.9441 1.7860 1.1380 -2.233 -1.806 -0.523
C -4.0981 0.9575 1.0823 -1.567 -1.252 0.513
C -4.9648 0.8535 -0.2179 -0.809 -2.196 3.087
C -6.1808 -0.0987 -0.2112 2.593 0.654 3.516
C -6.4949 -0.8682 1.0934 1.865 1.386 -0.010
C -5.6558 -0.7730 2.3975 1.055 2.510 -3.598
C -4.4335 0.1753 2.3996 -2.451 -0.634 -3.197
H -0.5120 -4.3605 0.9885 -0.648 1.459 0.906
H -0.4784 -2.9505 2.2800 -0.772 -0.768 -1.297
H -2.1024 -3.7551 1.7372 1.676 0.659 -0.435
H -2.8179 -3.4314 -0.2532 0.484 0.766 -0.236
H 0.8784 -1.7702 -0.2473 -1.471 0.874 0.055
H -0.4096 -0.8882 -1.2812 0.255 -0.717 1.519
H 1.0000 1.3220 0.0344 0.172 -0.102 -0.330
H 1.4125 -0.2687 2.0359 0.194 -0.317 -0.147
H -1.1338 -0.3745 2.4821 -0.339 -0.745 0.268
H 1.0376 2.4108 2.3911 -1.155 -0.164 0.224
H -2.2974 0.5561 -0.5376 0.091 1.265 0.843
H -1.6048 2.2831 -0.4494 -0.618 -1.036 0.734
H -4.6659 1.4401 -1.1473 -0.402 -0.947 1.533
H -6.8221 -0.2345 -1.1398 0.955 0.215 1.483
H -7.4123 -1.5465 1.0880 1.469 0.991 0.037
H -5.9332 -1.3837 3.3158 0.403 0.962 -1.454
H -3.7884 0.2908 3.3271 -0.810 -0.092 -1.599
C 5.8695 0.0464 0.5475 0.071 0.046 0.183
S 4.6371 -0.7332 -0.5183 -0.396 0.162 -0.038
O 3.3312 -0.0625 -0.2573 0.734 -0.464 0.000
C 4.6139 -2.3206 0.3456 0.046 -0.063 0.208
H 6.0146 1.0738 0.2101 -0.101 -0.122 -0.093
H 5.5200 0.0516 1.5819 -0.087 -0.036 -0.075
H 6.8148 -0.4947 0.4718 -0.045 -0.007 -0.051
H 4.3413 -2.1718 1.3921 -0.057 0.073 -0.069
H 5.5985 -2.7878 0.2761 -0.015 0.043 -0.053
H 3.8742 -2.9619 -0.1346 0.016 0.146 -0.031
C 2.8774 3.7901 -2.3333 -0.017 0.176 -0.199
S 3.2599 2.0356 -2.5280 -0.101 -0.066 0.189
O 4.5959 1.9397 -3.1984 -0.176 0.182 -0.094
C 2.0011 1.7052 -3.7803 -0.027 0.129 -0.160
H 3.5777 4.2167 -1.6137 -0.026 -0.159 -0.035
H 2.9838 4.3058 -3.2904 0.030 -0.062 -0.005
H 1.8596 3.9026 -1.9558 0.056 -0.120 0.037
H 2.1603 2.3478 -4.6489 0.070 0.005 0.042
H 1.0112 1.8839 -3.3565 0.090 -0.052 0.093
H 2.0826 0.6605 -4.0815 0.066 0.058 0.135
```
Positions in Å, forces in eV/Å.

---

Which value of charge does entry 2 give?
-1

---

Which of these has the lowest gap between HOMO and LUMO?
C14H29NNbO4S2

---

Which of these has the lowest F_max?
C19H63KN10O13